# 1
Density functional theory data (the ωB97M-V functional and the def2-TZVPD basis) for 2 unconnected molecules or ions with the total composition C3H2F4.

The geometry in XYZ format:
```
9
Properties=species:S:1:pos:R:3:lowdin_charge:R:1
C -1.47 0.29 0.27 -0.18
C -0.88 -0.47 -0.64 -0.17
C 2.07 0.61 -0.06 -0.13
F -1.77 -0.18 1.44 0.06
F -0.54 -1.77 -0.49 0.01
F 1.72 0.16 1.11 0.07
F 3.29 0.25 -0.20 0.09
H -1.74 1.32 0.27 0.12
H -0.68 -0.22 -1.70 0.13
```

## Properties
Energy relative to the best compared isomer or geometry (same formula, charge and spin), eV: 3.4040
Electronic energy, hartree: -514.8419
HOMO, hartree: -0.3592

# 2
Density functional theory data (the ωB97M-V functional and the def2-TZVPD basis) for 8 unconnected molecules or ions with the total composition C31H67Br2F4IN8O16P.

The geometry in XYZ format:
```
130
Properties=species:S:1:pos:R:3:lowdin_charge:R:1
C -4.85 -4.01 2.47 -0.15
C -5.15 -4.00 0.83 -0.25
C -6.27 -2.84 0.51 -0.23
C -6.15 -2.17 -0.98 -0.22
C -5.56 -0.63 -0.94 -0.21
C -4.05 -0.67 -1.57 -0.22
C -3.15 0.70 -1.23 -0.24
C -1.69 0.55 -1.88 -0.23
P -0.15 0.80 -0.77 0.60
N 1.34 1.32 0.06 -0.18
C 1.17 1.98 1.38 -0.24
C 2.70 1.93 2.09 -0.20
C 2.64 1.72 3.71 -0.25
C 3.33 0.22 3.99 -0.15
C -0.64 -0.59 0.43 -0.60
Br 0.97 -1.59 1.21 0.58
C -1.56 -0.29 1.70 -0.64
C -2.98 -1.19 1.72 -0.15
Br -0.63 -0.92 3.42 0.51
C 0.84 -0.37 -1.97 -0.29
F 0.58 0.18 -3.36 -0.07
F 0.42 -1.77 -2.01 -0.05
C 2.46 -0.36 -1.82 -0.08
F 3.13 0.85 -2.44 -0.07
F 2.95 -1.49 -2.70 -0.10
O -1.03 2.12 0.02 -0.39
C -1.08 3.43 -0.65 -0.62
I -3.03 4.42 -0.98 0.82
C 0.01 3.37 -1.87 -0.27
C -0.10 4.38 -3.15 -0.27
C -1.32 4.08 -4.20 -0.14
C -0.03 5.98 -2.65 -0.18
C 1.55 6.42 -2.35 -0.23
C 1.85 6.39 -0.71 -0.15
O 0.31 1.94 -2.07 -0.36
H -5.14 -5.05 2.95 0.07
H -3.68 -3.90 2.65 0.06
H -5.45 -3.14 2.99 0.08
H -5.64 -5.03 0.49 0.10
H -4.16 -3.89 0.19 0.10
H -7.33 -3.37 0.57 0.11
H -6.29 -1.98 1.33 0.10
H -5.51 -2.79 -1.75 0.11
H -7.26 -2.08 -1.41 0.10
H -5.52 -0.16 0.13 0.07
H -6.31 0.06 -1.56 0.12
H -3.44 -1.65 -1.35 0.09
H -4.18 -0.64 -2.75 0.12
H -3.28 0.90 -0.11 0.07
H -3.74 1.56 -1.82 0.08
H -1.64 1.33 -2.78 0.10
H -1.71 -0.50 -2.45 0.11
H 1.93 1.98 -0.49 0.09
H 0.47 1.49 2.16 0.08
H 0.95 3.16 1.34 0.12
H 3.36 1.12 1.53 0.10
H 3.22 2.97 1.84 0.10
H 1.58 1.83 4.20 0.10
H 3.43 2.49 4.18 0.10
H 3.52 0.00 5.12 0.07
H 2.64 -0.54 3.44 0.02
H 4.36 0.22 3.37 0.08
H -1.28 -1.36 -0.22 0.09
H -1.90 0.78 1.97 0.09
H -3.14 -1.69 2.79 0.04
H -2.96 -2.07 0.95 0.07
H -3.92 -0.47 1.58 0.08
H 2.89 -0.62 -0.77 0.13
H -0.59 4.19 0.14 0.07
H 1.00 3.78 -1.32 0.13
H 0.91 4.24 -3.77 0.14
H -1.74 2.99 -4.19 0.08
H -2.16 4.92 -4.11 0.07
H -0.86 4.24 -5.29 0.08
H -0.52 6.70 -3.47 0.12
H -0.60 6.17 -1.65 0.06
H 2.33 5.69 -2.82 0.10
H 1.69 7.54 -2.68 0.10
H 0.94 5.92 -0.11 0.06
H 2.01 7.47 -0.26 0.07
H 2.79 5.72 -0.46 0.08
C -5.72 4.30 2.28 0.03
N -5.94 2.83 2.23 -0.42
O -5.57 2.23 1.22 0.04
O -6.49 2.32 3.22 0.04
H -5.24 4.61 1.35 0.03
H -6.70 4.78 2.38 0.10
H -5.08 4.51 3.14 0.10
C 5.25 -3.68 -2.43 0.03
N 6.01 -4.92 -2.14 -0.42
O 6.35 -5.12 -0.97 0.04
O 6.25 -5.67 -3.10 0.05
H 5.12 -3.12 -1.51 0.10
H 5.84 -3.10 -3.15 0.10
H 4.29 -3.97 -2.85 0.10
C 6.89 -6.58 1.84 0.03
N 6.63 -7.66 2.82 -0.42
O 5.95 -7.38 3.81 0.04
O 7.12 -8.77 2.58 0.05
H 6.40 -5.67 2.18 0.10
H 7.97 -6.44 1.77 0.10
H 6.48 -6.90 0.88 0.09
C 5.40 1.53 -4.25 0.03
N 6.76 2.07 -4.50 -0.43
O 7.58 2.00 -3.58 0.05
O 6.97 2.56 -5.62 0.04
H 5.36 1.14 -3.24 0.08
H 4.69 2.35 -4.38 0.10
H 5.22 0.73 -4.98 0.11
C 4.22 -5.70 6.72 0.04
N 3.31 -5.03 5.75 -0.42
O 2.10 -5.09 5.97 0.05
O 3.84 -4.46 4.78 0.06
H 3.62 -6.15 7.51 0.10
H 4.79 -6.46 6.17 0.09
H 4.89 -4.93 7.13 0.10
C -1.11 -3.77 5.95 0.02
N -1.93 -4.42 7.02 -0.43
O -3.15 -4.50 6.83 0.05
O -1.32 -4.82 8.02 0.04
H -1.78 -3.47 5.14 0.07
H -0.62 -2.91 6.39 0.10
H -0.39 -4.51 5.60 0.09
C -2.67 4.40 -8.40 0.04
N -3.49 3.75 -7.33 -0.41
O -4.71 3.67 -7.52 0.05
O -2.88 3.35 -6.33 0.03
H -3.34 4.70 -9.21 0.09
H -2.18 5.27 -7.96 0.10
H -1.95 3.66 -8.75 0.10
```

## Properties
Electronic energy, hartree: -9048.7278
Net charge: -1
HOMO, hartree: -0.2137

# 3
Density functional theory data (the ωB97M-V functional and the def2-TZVPD basis) for a molecular structure, C47H51F9IN12.

The geometry in XYZ format:
```
120
Properties=species:S:1:pos:R:3:lowdin_charge:R:1
C -5.20 0.95 -1.04 -0.08
C -4.96 -0.67 -0.93 -0.28
N -5.24 -1.31 0.27 0.09
C -4.39 -1.62 -2.14 -0.15
N -2.93 -1.99 -2.00 0.01
C -2.36 -2.63 -3.26 -0.20
N -2.48 -4.01 -3.46 0.09
C -3.12 -4.97 -2.47 -0.13
C -4.72 -5.25 -2.73 -0.18
N -5.43 -4.89 -3.85 0.05
N -1.72 -1.68 -4.26 -0.46
I 0.05 -2.40 -5.02 1.03
C -1.40 -0.33 -3.66 -0.30
C -0.18 -0.36 -2.54 -0.12
C -0.49 0.60 -1.22 -0.17
F -1.89 0.56 -0.76 0.01
F -0.25 2.02 -1.70 -0.05
C 0.58 0.31 -0.01 -0.08
F 1.97 0.10 -0.58 0.02
F 0.73 1.46 0.94 0.03
C 0.27 -1.02 0.89 -0.08
F 1.57 -1.75 1.12 0.03
F -0.66 -2.00 0.27 0.02
C -0.33 -0.70 2.40 -0.13
F 0.69 -0.23 3.36 0.05
F -1.56 0.15 2.33 0.05
F -0.80 -2.04 2.93 0.03
H -6.09 1.28 -1.72 0.09
H -4.26 1.56 -1.40 0.08
H -5.45 1.36 0.05 0.10
H -5.00 -2.34 0.16 0.04
H -5.13 -2.53 -2.27 0.11
H -4.49 -0.98 -3.14 0.14
H -2.73 -2.54 -1.14 0.11
H -2.11 -4.47 -4.35 0.11
H -2.93 -4.70 -1.34 0.13
H -2.58 -6.02 -2.65 0.15
H -5.32 -5.79 -1.86 0.14
H -6.43 -5.23 -3.67 0.07
H -0.99 0.34 -4.55 0.12
H -2.36 0.26 -3.25 0.14
H 0.07 -1.42 -2.11 0.10
H 0.80 0.07 -3.04 0.14
N -0.23 3.03 -4.50 0.06
C 0.82 3.51 -3.79 -0.17
C 1.72 4.43 -4.28 -0.06
C 1.55 4.90 -5.58 -0.07
C 0.49 4.42 -6.34 -0.07
C -0.37 3.49 -5.76 -0.15
H 0.91 3.11 -2.78 0.08
H 2.54 4.79 -3.66 0.11
H 2.24 5.62 -6.00 0.11
H 0.33 4.76 -7.36 0.10
H -1.21 3.09 -6.31 0.10
N -3.36 2.48 5.51 0.05
C -3.12 2.58 6.83 -0.15
C -1.95 2.14 7.44 -0.07
C -0.97 1.58 6.64 -0.07
C -1.18 1.46 5.27 -0.07
C -2.38 1.93 4.75 -0.16
H -3.92 3.02 7.41 0.10
H -1.82 2.25 8.51 0.10
H -0.04 1.22 7.08 0.08
H -0.43 1.03 4.62 0.07
H -2.59 1.87 3.69 0.09
N 2.68 0.40 7.90 0.05
C 3.73 0.88 8.61 -0.14
C 4.63 1.81 8.12 -0.07
C 4.46 2.27 6.82 -0.07
C 3.40 1.79 6.06 -0.07
C 2.55 0.87 6.64 -0.17
H 3.82 0.49 9.62 0.10
H 5.45 2.16 8.74 0.09
H 5.16 3.00 6.40 0.08
H 3.24 2.13 5.04 0.10
H 1.70 0.47 6.09 0.08
N 0.53 -5.11 -1.87 0.04
C 0.77 -5.01 -0.54 -0.16
C 1.94 -5.44 0.07 -0.06
C 2.93 -6.01 -0.73 -0.06
C 2.71 -6.12 -2.10 -0.06
C 1.51 -5.66 -2.62 -0.16
H -0.03 -4.57 0.04 0.09
H 2.07 -5.34 1.14 0.11
H 3.85 -6.36 -0.29 0.11
H 3.46 -6.56 -2.75 0.11
H 1.30 -5.72 -3.68 0.09
N 7.84 3.12 7.86 0.06
C 7.66 4.32 7.26 -0.15
C 8.66 5.27 7.13 -0.07
C 9.92 4.98 7.65 -0.08
C 10.13 3.75 8.28 -0.07
C 9.07 2.86 8.35 -0.14
H 6.66 4.50 6.87 0.09
H 8.47 6.21 6.64 0.10
H 10.73 5.70 7.57 0.11
H 11.10 3.49 8.69 0.10
H 9.18 1.89 8.83 0.10
N -1.89 -6.36 -6.22 0.03
C -1.30 -6.56 -7.42 -0.15
C -2.00 -6.90 -8.57 -0.06
C -3.38 -7.04 -8.48 -0.06
C -4.01 -6.84 -7.26 -0.06
C -3.23 -6.50 -6.17 -0.16
H -0.22 -6.43 -7.44 0.10
H -1.48 -7.04 -9.51 0.11
H -3.96 -7.31 -9.36 0.11
H -5.09 -6.95 -7.16 0.11
H -3.67 -6.33 -5.19 0.06
N -1.60 5.64 -2.88 0.06
C -1.52 5.10 -1.64 -0.15
C -1.61 5.83 -0.47 -0.07
C -1.79 7.21 -0.58 -0.08
C -1.88 7.79 -1.83 -0.07
C -1.78 6.97 -2.95 -0.15
H -1.38 4.02 -1.62 0.08
H -1.54 5.35 0.49 0.10
H -1.86 7.82 0.32 0.11
H -2.02 8.86 -1.95 0.10
H -1.85 7.38 -3.95 0.10
```

## Properties
Electronic energy, hartree: -3674.4765
Net charge: +1
HOMO, hartree: -0.3938

# 4
Density functional theory data (the ωB97M-V functional and the def2-TZVPD basis) for 12 unconnected molecules or ions with the total composition C4H34N3O12.

The geometry in XYZ format:
```
53
Properties=species:S:1:pos:R:3:lowdin_charge:R:1
N -1.78 -0.87 -0.05 0.15
C -0.34 -0.78 -0.36 -0.14
C 0.18 0.68 -0.17 -0.18
N 1.64 0.58 -0.35 -0.08
C 2.24 1.77 0.24 -0.11
C 2.09 1.83 1.77 -0.45
N 3.29 1.37 2.41 0.13
O 1.21 2.34 2.44 0.05
H -2.12 -1.84 0.14 0.13
H -2.08 -0.22 0.69 0.08
H -2.24 -0.50 -0.87 0.10
H 0.26 -1.46 0.33 0.10
H -0.03 -1.00 -1.36 0.09
H -0.23 1.26 -0.98 0.09
H -0.18 1.07 0.82 0.12
H 1.67 0.64 -1.37 0.07
H 3.35 1.69 0.34 0.13
H 1.92 2.67 -0.29 0.14
H 3.11 1.21 3.40 0.11
H 3.65 0.53 1.95 0.07
H 3.36 -0.72 -2.25 0.04
H 2.12 -0.86 -3.25 0.01
O 2.86 -0.33 -2.97 -0.06
H 1.71 -3.59 -2.90 0.06
H 1.92 -2.44 -1.63 0.01
O 1.70 -2.74 -2.50 -0.02
H -1.81 3.60 -0.67 0.03
H -3.15 2.99 -1.34 0.06
O -2.18 2.92 -1.23 -0.05
H 2.79 -1.18 0.45 0.06
H 1.79 -0.69 1.36 0.04
O 2.63 -1.20 1.42 -0.07
H 0.85 -3.98 1.39 0.05
H 1.83 -2.72 1.77 0.07
O 0.88 -3.05 1.60 -0.11
H -2.06 1.80 2.12 0.01
H -3.62 1.08 1.85 0.06
O -2.66 1.12 1.75 -0.07
H -3.92 -1.45 1.60 0.05
H -4.91 -0.50 0.73 0.05
O -4.25 -1.19 0.73 -0.03
H -0.63 2.82 3.34 0.05
H -0.81 3.64 1.82 0.05
O -1.11 3.23 2.63 -0.05
H 0.37 1.37 -4.59 0.05
H 1.00 1.73 -3.25 0.06
O 0.20 1.31 -3.65 -0.05
H -1.71 0.47 -2.92 0.09
H -1.83 -1.13 -3.35 0.06
O -2.00 -0.49 -2.67 -0.07
H -0.89 -3.30 2.07 0.02
H -2.37 -3.91 2.22 0.05
O -1.71 -3.58 1.60 -0.06
```

## Properties
Energy relative to the best compared isomer or geometry (same formula, charge and spin), eV: 1.3487
Electronic energy, hartree: -1239.6794
Net charge: +1
HOMO, hartree: -0.4693

# 5
Density functional theory data (the ωB97M-V functional and the def2-TZVPD basis) for 2 unconnected molecules or ions with the total composition C5H9NO3.

The geometry in XYZ format:
```
18
Properties=species:S:1:pos:R:3:lowdin_charge:R:1
C 1.56 1.45 -0.09 0.02
C 0.56 0.70 0.73 -0.48
O 0.01 1.04 1.74 0.07
O 0.81 -0.79 0.56 -0.17
N 0.24 -1.58 1.61 0.08
H 1.70 1.02 -1.07 0.08
H 2.52 1.42 0.44 0.10
H 1.23 2.48 -0.17 0.10
H 1.06 -1.94 2.11 0.10
H -0.21 -0.89 2.22 0.08
O 0.67 -0.97 -2.02 0.16
C -0.16 -0.88 -1.20 -0.30
C -1.55 -0.96 -0.84 -0.13
C -1.31 0.55 -0.81 -0.07
H -2.18 -1.41 -1.61 0.12
H -1.73 -1.39 0.14 0.11
H -1.48 1.05 -1.76 0.07
H -1.75 1.09 0.01 0.07
```

## Properties
Energy relative to the best compared isomer or geometry (same formula, charge and spin), eV: 6.1483
Electronic energy, hartree: -476.2182
SMILES: CC(=O)ON.O=C1CC1
HOMO, hartree: -0.2939

# 6
Density functional theory data (the ωB97M-V functional and the def2-TZVPD basis) for a single C27H27N7O5 molecule.

The geometry in XYZ format:
```
66
Properties=species:S:1:pos:R:3:lowdin_charge:R:1
C -4.62 -3.19 0.42 -0.05
C -4.10 -2.41 -0.78 -0.23
O -3.41 -1.24 -0.40 -0.05
C -2.24 -1.34 0.27 -0.20
C -1.40 -2.45 0.28 0.03
C -0.17 -2.42 0.94 -0.21
C 0.68 -3.60 0.85 -0.11
N 1.95 -3.76 0.85 0.05
N 2.87 -2.79 0.88 0.04
C 2.88 -1.51 0.41 -0.39
N 1.86 -1.08 -0.33 0.18
C 1.93 0.21 -0.65 -0.37
N 0.91 0.79 -1.34 0.14
C -0.19 0.21 -1.95 -0.24
C -0.21 -1.12 -2.34 -0.03
C -1.31 -1.63 -3.01 -0.09
C -2.40 -0.82 -3.29 -0.11
C -2.38 0.51 -2.90 -0.08
C -1.29 1.02 -2.24 -0.03
N 2.92 1.03 -0.32 0.18
C 3.94 0.47 0.34 -0.36
N 4.97 1.25 0.68 -0.06
C 5.12 2.59 0.17 -0.12
C 6.29 2.62 -0.82 -0.19
O 7.47 2.13 -0.24 -0.13
C 7.31 0.80 0.21 -0.19
C 6.19 0.70 1.25 -0.12
N 3.96 -0.81 0.73 0.18
C 0.18 -1.30 1.69 -0.04
C -0.65 -0.19 1.70 0.02
C -1.83 -0.20 0.98 -0.16
O -2.61 0.95 0.93 0.10
C -3.89 0.87 1.34 -0.40
O -4.37 -0.05 1.95 0.15
C -4.62 2.09 0.98 -0.17
C -5.92 2.43 1.27 0.02
C -6.13 3.69 0.68 -0.05
C -4.95 4.02 0.08 -0.10
O -4.04 3.06 0.25 0.07
H -3.80 -3.63 0.98 0.07
H -5.15 -2.52 1.08 0.08
H -5.29 -3.98 0.09 0.08
H -3.47 -3.04 -1.42 0.11
H -4.94 -2.04 -1.38 0.13
H -1.66 -3.33 -0.27 0.12
H 0.15 -4.55 0.77 0.11
H 3.78 -3.13 1.17 0.14
H 0.97 1.80 -1.36 0.15
H 0.63 -1.75 -2.11 0.10
H -1.31 -2.66 -3.32 0.11
H -3.25 -1.22 -3.82 0.10
H -3.23 1.15 -3.10 0.11
H -1.28 2.06 -1.93 0.11
H 4.19 2.88 -0.30 0.11
H 5.35 3.26 1.01 0.13
H 6.51 3.64 -1.14 0.13
H 6.03 2.02 -1.71 0.13
H 8.27 0.51 0.65 0.13
H 7.08 0.14 -0.64 0.13
H 6.00 -0.33 1.53 0.11
H 6.45 1.29 2.13 0.13
H 1.08 -1.29 2.28 0.12
H -0.39 0.69 2.26 0.13
H -6.62 1.84 1.83 0.12
H -7.03 4.27 0.70 0.10
H -4.66 4.89 -0.49 0.12
```

## Properties
Electronic energy, hartree: -1804.5728
SMILES: CCOc1cc(/C=N\Nc2nc(Nc3ccccc3)nc(N3CCOCC3)n2)ccc1OC(=O)c1ccco1
HOMO, hartree: -0.2930

# 7
Density functional theory data (the ωB97M-V functional and the def2-TZVPD basis) for a molecular structure, C2H14MgO7Pt.

The geometry in XYZ format:
```
25
Properties=species:S:1:pos:R:3:mulliken_spin:R:1
Pt 1.51 1.14 3.98 0.97
Mg 2.49 1.68 0.34 0.00
O 0.90 1.08 -0.50 0.00
C -0.19 0.40 0.06 0.00
C 0.01 -0.56 1.25 0.02
O 0.43 -0.13 2.46 0.77
H -0.77 -0.10 -0.73 0.00
H -1.01 1.11 0.27 0.02
H 0.56 -1.46 0.87 0.12
H -0.93 -1.10 1.50 0.10
O 3.11 -2.48 1.86 0.00
H 2.31 -2.32 2.38 0.00
H 2.95 -3.35 1.46 0.00
O -0.12 2.92 -2.57 0.00
H -1.04 2.78 -2.82 0.00
H 0.07 2.25 -1.90 0.00
O -0.46 -3.00 -1.27 0.00
H 0.22 -3.18 -0.61 0.00
H -0.84 -2.14 -1.03 0.00
O -1.68 3.67 1.55 0.00
H -1.86 3.24 2.41 0.00
H -0.86 3.27 1.22 0.00
O -1.86 -1.43 -3.62 0.00
H -1.94 -0.54 -3.27 0.00
H -1.00 -1.75 -3.30 0.00
```

## Properties
Expectation value of S²: 2.011
Electronic energy, hartree: -929.7285
Spin multiplicity: 3
Net charge: +2
HOMO (spin up / spin down), hartree: -0.5799 / -0.5799

# 8
Density functional theory data (the ωB97M-V functional and the def2-TZVPD basis) for 3 unconnected molecules or ions with the total composition C8H14N4O3.

The geometry in XYZ format:
```
29
Properties=species:S:1:pos:R:3:lowdin_charge:R:1
O -1.66 0.61 -4.24 -0.06
N -0.69 0.24 -3.59 -0.08
N -0.35 0.66 -2.48 0.12
C 0.14 0.39 -1.35 -0.30
C -0.66 -0.49 -0.50 -0.05
C 0.18 -0.78 0.84 -0.27
C 1.63 -1.20 0.41 -0.15
C 2.23 -0.14 -0.56 -0.16
N 1.28 0.98 -0.74 -0.05
C 0.89 1.58 0.59 -0.14
C 0.29 0.58 1.52 -0.18
H -0.84 -1.38 -1.00 0.11
H -1.58 -0.05 -0.21 0.11
H -0.34 -1.60 1.55 0.17
H 1.54 -2.27 -0.10 0.14
H 2.29 -1.30 1.39 0.14
H 3.19 0.19 -0.28 0.09
H 2.52 -0.64 -1.56 0.15
H 0.22 2.37 0.28 0.10
H 1.74 2.06 1.02 0.12
H 1.01 0.54 2.42 0.14
H -0.68 0.83 1.90 0.11
N -2.93 1.69 -2.09 0.23
C -2.03 2.41 -1.82 -0.46
O -1.30 3.25 -1.52 0.16
H -2.97 0.88 -2.59 0.03
O -1.24 -2.79 4.13 -0.10
H -1.49 -3.43 4.83 0.04
H -0.40 -3.19 3.74 0.06
```

## Properties
Energy relative to the best compared isomer or geometry (same formula, charge and spin), eV: 3.6279
Electronic energy, hartree: -757.8056
SMILES: O=N/N=C1\CC2CCN1CC2.N=C=O.O
HOMO (spin up / spin down), hartree: -0.3232 / -0.3232